{"formula": "C2H4N2O4S", "method": "ωB97M-V with the def2-TZVPD basis set", "elements": ["C", "C", "N", "N", "O", "O", "O", "O", "S", "H", "H", "H", "H"], "xyz": [[3.969672, -0.184507, -0.627974], [2.846587, -0.101066, -0.207651], [-1.792877, 0.761613, 0.778902], [1.490046, 0.018041, 0.215690], [0.981018, 1.093926, -0.025677], [0.923929, -0.815289, 0.834799], [-1.153525, -0.337609, -1.257957], [-3.481738, -0.821349, -0.251943], [-1.799881, -0.685458, -0.005510], [-3.788908, -0.666705, -1.204915], [5.019946, -0.189346, -0.704769], [-0.900723, 1.137257, 0.711788], [-2.313552, 0.790489, 1.745211]], "forces_ev_per_a": [[-1.26, 0.26, 1.19], [0.07, -0.61, -0.43], [-4.02, -0.38, 2.59], [0.56, 2.11, -0.53], [0.49, 0.88, -0.60], [0.12, -2.42, 0.93], [0.06, -0.24, -0.38], [0.36, 0.25, -1.27], [-1.55, -0.65, -0.42], [1.08, -0.01, 1.79], [0.47, -0.12, -0.51], [1.90, 1.06, 0.23], [1.71, -0.13, -2.58]], "homo_energy_ev": -9.352, "orbital_gap_ev": 8.3, "charge": 0, "lumo_ev": -1.1}



{"formula": "C3H12NO", "method": "ωB97M-V with the def2-TZVPD basis set", "elements": ["C", "N", "H", "H", "H", "H", "H", "H", "C", "O", "C", "H", "H", "H", "H", "H", "H"], "xyz": [[0.293243, 0.625799, 2.945866], [0.631472, 1.333609, 1.551829], [1.209078, 0.105953, 3.409023], [-0.013348, 1.248724, 3.661741], [-0.466267, -0.191972, 2.822080], [0.268455, 0.708737, 0.730086], [1.688366, 1.465949, 1.483222], [0.246742, 2.226135, 1.563414], [-0.759495, -0.448252, -1.788529], [0.170567, 0.365964, -0.994741], [-0.504234, -1.937578, -2.007542], [-1.666252, -0.369868, -1.127364], [-1.003252, -0.014323, -2.771297], [1.081806, 0.158726, -1.353702], [-0.087347, -2.189500, -3.001367], [0.140685, -2.260108, -1.154853], [-1.360591, -2.591230, -2.064628]], "forces_ev_per_a": [[2.29, -4.07, -2.61], [1.73, -3.76, 1.63], [-1.07, 0.88, -1.29], [-1.36, 3.07, 2.22], [0.67, 1.05, -0.38], [0.69, 1.29, 0.58], [-1.79, -0.39, -0.06], [-1.17, 1.98, -0.35], [-2.79, -0.01, 0.70], [1.78, -1.53, -1.40], [1.82, -0.13, 0.26], [0.57, 0.02, -0.95], [0.38, 0.51, 0.60], [-1.29, 0.52, 0.55], [0.68, 0.52, 0.65], [-0.31, -0.32, -0.86], [-0.84, 0.36, 0.71]], "homo_energy_ev": -14.732, "orbital_gap_ev": 11.2, "charge": 1, "lumo_ev": -3.5}



{"formula": "C28H40AlBr6F3MgN5O17", "method": "ωB97M-V with the def2-TZVPD basis set", "elements": ["C", "C", "C", "C", "F", "N", "C", "C", "O", "C", "C", "C", "C", "C", "C", "C", "C", "C", "O", "C", "N", "N", "O", "C", "C", "N", "C", "C", "C", "O", "H", "H", "H", "H", "H", "H", "H", "H", "H", "H", "H", "H", "H", "H", "H", "H", "H", "H", "H", "H", "H", "H", "H", "H", "H", "H", "H", "H", "H", "H", "H", "H", "F", "Al", "C", "Br", "Br", "Br", "H", "N", "O", "O", "O", "C", "C", "O", "C", "O", "O", "F", "H", "H", "H", "C", "O", "O", "O", "H", "C", "O", "O", "O", "H", "O", "H", "C", "Br", "Br", "Br", "H", "Mg"], "xyz": [[0.116861, -3.355068, 1.038409], [0.879925, -2.107547, 1.659923], [0.299813, -0.753864, 1.188005], [0.610919, 0.030982, 0.032496], [1.521298, -0.348084, -0.850695], [-0.179279, 1.175089, 0.044528], [-0.212977, 2.252761, -0.985285], [-0.993275, 1.602463, -2.189062], [-2.085167, 1.971099, -2.533016], [-0.359115, 0.390664, -2.937974], [-0.927754, -0.942497, -2.794385], [-0.278716, -2.114587, -3.482325], [0.935117, -1.919046, -4.310167], [1.477165, -0.559032, -4.447992], [0.831802, 0.612163, -3.749837], [-0.976160, 1.221079, 1.152299], [-1.985375, 2.278222, 1.642330], [-1.370980, 3.702467, 1.977494], [-2.237118, 4.324546, 2.965839], [0.095170, 3.680321, 2.561375], [1.020647, 4.361237, 1.623656], [-0.696207, 0.038149, 1.822814], [-1.384666, -0.221557, 2.964716], [-2.247462, -1.389163, 2.812546], [-3.787540, -1.046131, 2.679998], [-4.280518, -1.018136, 1.286209], [-4.646689, 0.335103, 0.795987], [-6.083285, 0.426366, 0.126555], [-5.936026, 0.901517, -1.374416], [-6.858175, -0.763429, 0.262122], [0.837986, -4.202804, 0.806510], [-0.500252, -3.048125, 0.141860], [-0.607227, -3.731466, 1.835708], [1.983390, -2.213285, 1.476984], [0.765055, -2.134337, 2.781276], [-0.801378, 3.147814, -0.648190], [0.848541, 2.562322, -1.289569], [-1.820670, -1.126399, -2.150988], [-0.657207, -3.154536, -3.391425], [1.435779, -2.753737, -4.844108], [2.392486, -0.345627, -5.069132], [1.258602, 1.632934, -3.840527], [-2.706633, 2.437533, 0.788543], [-2.625753, 1.919427, 2.491211], [-1.470876, 4.345013, 1.059030], [-2.800392, 4.944557, 2.469923], [0.068099, 4.326296, 3.486184], [0.444896, 2.677104, 2.889365], [1.172077, 3.726742, 0.835811], [0.592354, 5.205711, 1.239438], [-1.986883, -2.024567, 1.929916], [-2.090656, -1.993213, 3.751985], [-4.045148, -0.135496, 3.275859], [-4.323251, -1.903823, 3.188077], [-3.552670, -1.355189, 0.651405], [-4.603827, 1.126914, 1.590260], [-3.904340, 0.611023, -0.008531], [-6.644611, 1.260699, 0.646747], [-5.365197, 1.869076, -1.365710], [-6.941983, 1.133734, -1.822924], [-5.350034, 0.172860, -1.995439], [-7.388758, -0.845008, -0.548290], [2.117572, 2.002309, -1.715512], [-1.249987, -4.976146, 0.346013], [5.458392, 0.805766, -5.350844], [7.191064, 1.344889, -4.687386], [5.405234, -1.069419, -5.821152], [4.043120, 1.226543, -4.104922], [5.276058, 1.373394, -6.257213], [-3.888940, -0.832925, -4.362515], [-4.874401, -0.593095, -5.040318], [-2.743085, -0.627313, -4.848795], [-4.000353, -1.272097, -3.210176], [1.865618, 2.834536, 5.748669], [2.967755, 2.203438, 6.534021], [3.028534, 0.887593, 6.001613], [2.606059, 0.998545, 4.696547], [2.766522, 0.159755, 3.844340], [1.981210, 2.176989, 4.488979], [2.648528, 2.126322, 7.843989], [0.879875, 2.633423, 6.173891], [1.989124, 3.911216, 5.642921], [3.941114, 2.688146, 6.419220], [5.172199, -4.981194, -4.345273], [4.728974, -4.443863, -3.295009], [4.996931, -4.190734, -5.447671], [5.714451, -6.076543, -4.499506], [4.570140, -3.479765, -4.929307], [-1.216752, -1.701972, -7.945278], [-1.079306, -2.139940, -6.771005], [-2.008728, -0.616628, -7.946067], [-0.748643, -2.106929, -9.002363], [-2.123622, -0.675291, -6.965171], [3.942412, -3.614826, 2.583200], [3.755076, -2.796853, 3.061155], [6.487486, -0.179233, 5.862428], [6.266440, -0.610050, 7.738124], [7.817632, -1.304707, 5.018581], [4.794847, -0.215823, 4.916464], [6.858482, 0.839581, 5.812558], [2.757733, -4.679970, 4.190673]], "forces_ev_per_a": [[0.48, 0.53, 1.05], [-0.31, 0.76, 0.39], [0.14, 1.42, -1.51], [-0.16, -1.75, 2.17], [-1.24, 0.75, 0.90], [0.24, 0.93, 0.19], [-1.71, 0.36, -0.98], [0.50, -0.62, -0.35], [0.10, 0.24, 0.41], [1.60, -0.79, -0.59], [1.47, -0.13, -1.41], [2.06, 1.83, -0.91], [-1.60, 2.11, 1.53], [-1.70, -0.36, 0.70], [-1.24, -2.20, 0.41], [0.72, -2.26, 0.72], [-0.25, 0.16, -1.26], [-0.48, -0.14, 0.80], [0.01, -0.17, -1.05], [-0.72, 1.71, -0.12], [-0.04, -1.25, 0.05], [-0.04, 1.67, -1.35], [0.27, -1.25, -0.13], [-1.51, -0.48, 0.89], [0.20, -1.31, 0.32], [0.76, 1.37, 0.51], [-0.31, 0.08, -0.94], [-0.35, 1.29, -0.69], [0.10, 0.17, 0.57], [0.49, 0.29, -0.46], [-0.55, 0.86, -0.03], [0.81, 0.06, 0.44], [0.65, 0.47, -0.52], [-1.05, 0.34, -0.16], [0.06, -0.04, -1.06], [0.25, -1.25, 0.08], [0.22, -0.91, -0.06], [0.75, 0.32, -0.81], [0.00, 1.03, -0.03], [-0.59, 0.66, 0.55], [-1.40, -0.53, 0.72], [-0.33, -0.99, 0.13], [0.69, -0.25, 0.77], [1.12, 0.11, -0.66], [0.68, -0.75, 0.74], [0.16, -0.31, 0.56], [-0.18, -0.78, -0.80], [-0.16, 0.69, -0.67], [0.33, 0.43, 0.08], [0.14, -0.28, 0.30], [0.16, 0.74, 0.61], [-0.06, 0.65, -0.89], [0.27, -0.60, -0.67], [0.60, 0.82, -0.26], [-0.43, -0.06, 0.38], [0.08, -0.94, -0.51], [-0.71, 0.00, 0.72], [0.57, -0.79, -0.33], [-0.47, -0.79, -0.07], [0.97, -0.42, 0.36], [-0.72, 0.54, 0.54], [0.25, -0.01, 0.43], [0.43, 0.16, -0.24], [-0.85, -1.27, -0.73], [-0.05, 0.01, -0.09], [-0.27, -0.13, -0.06], [0.13, 0.24, -0.02], [0.67, 0.48, 0.35], [0.04, -0.10, 0.12], [-1.24, -0.43, 0.86], [0.62, 0.21, -0.28], [0.63, 0.04, -0.32], [0.47, -0.03, -0.19], [-0.44, 0.87, -0.06], [-0.13, -0.11, 0.83], [-2.80, 1.68, -0.31], [-1.26, 0.21, 0.06], [-1.67, 0.86, 0.41], [0.52, -0.77, -0.09], [0.15, -0.06, 0.01], [0.14, -0.12, 0.13], [0.03, -0.11, -0.28], [0.02, -0.10, 0.10], [0.23, -0.11, -0.77], [0.10, -0.73, 0.56], [-0.27, 0.13, 0.67], [-0.19, 0.11, 0.64], [-0.07, 0.54, -0.91], [-0.68, 1.34, -1.45], [1.08, -1.34, 0.19], [0.45, -0.66, 0.65], [0.29, -0.66, 0.82], [-1.21, 1.39, 0.31], [-2.30, -1.68, 2.27], [0.53, 0.74, -0.22], [0.12, -0.22, -0.23], [-0.02, 0.04, -0.18], [-0.13, 0.10, 0.17], [5.43, -2.40, -0.55], [-0.02, -0.15, 0.02], [1.90, 1.03, -1.91]], "homo_energy_ev": -9.455, "orbital_gap_ev": 1.7, "charge": 1, "lumo_ev": -7.8}



{"formula": "C5H14NS", "method": "ωB97M-V with the def2-TZVPD basis set", "elements": ["C", "C", "S", "N", "H", "H", "H", "H", "H", "H", "H", "H", "C", "C", "C", "H", "H", "H", "H", "H", "H"], "xyz": [[0.213082, -2.734550, 0.616663], [0.047976, -1.467844, -0.278026], [0.826389, -1.611163, -1.908601], [-0.702650, -2.443020, 1.803873], [1.245775, -2.699267, 0.975834], [-0.012611, -3.704314, 0.157447], [0.496863, -0.630022, 0.299233], [-1.046651, -1.265764, -0.478695], [0.481300, -0.324171, -2.298167], [-0.410605, -2.963777, 2.637307], [-1.647307, -2.803756, 1.555251], [-0.767209, -1.486774, 2.115945], [0.619564, 1.889822, 0.138639], [0.491398, 3.051298, -0.870938], [-0.697111, 3.474356, -1.380058], [1.233886, 2.191019, 0.977436], [-0.349849, 1.501955, 0.406948], [1.122071, 1.044836, -0.360858], [1.309905, 3.686142, -0.942736], [-0.827736, 4.356235, -1.970249], [-1.626480, 2.938753, -1.196242]], "forces_ev_per_a": [[0.59, 2.01, -0.55], [-1.04, -0.13, 0.13], [-0.03, 0.82, -0.15], [-0.56, -2.34, 0.02], [-0.24, -0.43, 0.11], [-0.25, 0.36, 0.31], [-0.44, -0.54, -0.45], [1.04, -0.17, 0.50], [0.28, -1.04, 0.31], [-0.02, -0.15, -0.13], [0.52, 0.59, 0.35], [0.07, 0.77, -0.41], [0.42, 0.28, -1.99], [-3.44, -0.44, 0.89], [1.28, -1.26, 0.90], [-0.12, -0.01, 0.32], [-0.45, 0.19, 0.44], [0.25, 0.38, 0.15], [1.62, 0.83, -0.50], [0.34, 0.39, -0.30], [0.19, -0.14, 0.06]], "homo_energy_ev": -12.149, "orbital_gap_ev": 8.2, "charge": 1, "lumo_ev": -4.0}



{"formula": "C21H13BiBrF6N3O5PS", "method": "ωB97M-V with the def2-TZVPD basis set", "elements": ["Bi", "O", "C", "C", "C", "C", "C", "C", "C", "O", "N", "N", "C", "C", "C", "C", "C", "C", "C", "O", "H", "H", "H", "H", "H", "H", "H", "H", "H", "H", "F", "P", "F", "F", "F", "F", "F", "S", "C", "Br", "C", "C", "N", "C", "C", "C", "C", "O", "O", "H", "H", "H"], "xyz": [[0.394913, -0.561537, -0.288042], [-4.063487, -0.050837, 1.181058], [-4.657787, -0.228037, -0.001842], [-6.055187, -0.271837, -0.005742], [-6.751587, -0.426737, -1.183442], [-6.074687, -0.526637, -2.391542], [-4.697687, -0.483537, -2.406442], [-3.969487, -0.344137, -1.224142], [-2.501287, -0.365737, -1.236342], [-1.891487, -0.530137, -0.113542], [-1.888587, -0.261637, -2.382342], [-0.539087, -0.310937, -2.329242], [0.088813, -0.239037, -3.463242], [1.487413, -0.292637, -3.696642], [1.911513, -0.465637, -5.029042], [3.237213, -0.527537, -5.370242], [4.203613, -0.377537, -4.369742], [3.831713, -0.154337, -3.071842], [2.472513, -0.125537, -2.680642], [2.210113, 0.077563, -1.434542], [-3.084887, -0.099237, 1.077458], [-6.551687, -0.183637, 0.947558], [-7.830387, -0.463737, -1.167242], [-6.627287, -0.628137, -3.313642], [-4.154487, -0.552237, -3.333642], [-0.554987, -0.148737, -4.337442], [1.147213, -0.576337, -5.784842], [3.531113, -0.687537, -6.398042], [5.252413, -0.443937, -4.620742], [4.556913, -0.001937, -2.287042], [1.116013, -1.473137, 2.580458], [2.728913, -1.732537, 2.408658], [2.970613, -1.041737, 3.856758], [2.559313, -3.172537, 3.105858], [2.467513, -2.403237, 0.944358], [2.829513, -0.260037, 1.701658], [4.312813, -1.946437, 2.224358], [0.349613, 2.851563, -1.042742], [0.388813, 1.725963, 0.104758], [4.617013, 2.145663, 5.100558], [2.801913, 1.663563, 4.934358], [2.120813, 1.157163, 6.032458], [0.853613, 0.792563, 5.967858], [0.226013, 0.881063, 4.812258], [0.823513, 1.387863, 3.655258], [2.150813, 1.804463, 3.722958], [0.081213, 1.331663, 2.385758], [-0.938187, 0.715563, 2.209158], [0.639713, 2.072363, 1.391058], [2.611013, 1.034063, 6.989558], [-0.799587, 0.538063, 4.781358], [2.657613, 2.179963, 2.848458]], "forces_ev_per_a": [[0.49, 0.19, 0.45], [0.24, 0.06, 0.41], [-0.12, 0.00, -0.41], [0.13, -0.01, 0.07], [0.04, 0.04, 0.11], [-0.05, 0.02, -0.21], [-0.05, 0.06, 0.18], [-0.24, -0.01, 0.21], [0.50, -0.07, -0.54], [0.30, -0.04, 0.21], [-1.36, 0.19, -0.63], [1.04, 0.00, -0.14], [-0.82, -0.05, 0.40], [0.83, 0.12, 0.09], [-0.04, -0.03, 0.15], [-0.05, -0.06, -0.26], [-0.08, 0.03, 0.06], [0.02, 0.01, 0.02], [0.12, -0.03, -0.36], [-0.53, -0.23, 0.33], [-0.26, -0.07, -0.13], [-0.12, 0.01, 0.09], [-0.13, 0.00, 0.03], [-0.02, -0.04, -0.09], [0.12, -0.04, -0.10], [-0.04, -0.06, 0.05], [-0.07, 0.01, -0.15], [0.00, -0.01, -0.03], [0.11, 0.06, -0.04], [0.09, -0.06, 0.06], [0.03, -0.03, -0.25], [0.26, -0.31, 0.55], [0.00, -0.12, -0.21], [0.09, 0.13, -0.12], [-0.12, 0.17, 0.11], [-0.11, 0.02, -0.20], [-0.23, 0.05, 0.02], [-0.03, -0.17, 0.17], [-0.13, -0.17, -0.67], [0.05, 0.01, 0.01], [-0.14, 0.15, -0.02], [0.33, 0.16, -0.23], [-0.33, -0.22, 0.41], [-0.08, 0.13, -0.56], [0.35, -0.03, 0.41], [-0.22, -0.07, 0.13], [-0.49, -0.18, 0.16], [0.24, 0.02, 0.05], [0.37, 0.43, 0.54], [0.11, 0.05, -0.01], [-0.04, -0.01, -0.06], [0.06, -0.01, -0.05]], "homo_energy_ev": -5.490, "orbital_gap_ev": 7.3, "charge": -1, "lumo_ev": 1.9}



{"formula": "C6H14NO", "method": "ωB97M-V with the def2-TZVPD basis set", "elements": ["C", "C", "C", "N", "C", "C", "C", "O", "H", "H", "H", "H", "H", "H", "H", "H", "H", "H", "H", "H", "H", "H"], "xyz": [[0.641222, 1.486320, 0.406220], [0.498711, 1.995129, -1.041338], [-0.638196, 0.568756, 0.717649], [-2.007757, 1.167654, 0.294430], [-2.911934, -1.202031, -0.348957], [-2.492058, -0.058997, 0.638748], [3.162610, -1.702185, 0.093771], [2.765470, -0.502782, 0.528157], [0.684971, 2.316493, 1.129426], [1.523100, 0.792989, 0.502799], [1.030324, 1.344462, -1.736003], [-0.521409, 1.799166, -1.357718], [0.808816, 3.031610, -1.205406], [-0.332361, -0.372946, 0.143984], [-0.517083, 0.319758, 1.773709], [2.726494, -2.035445, -0.890116], [-3.736810, -1.891030, -0.092635], [-3.197449, -0.769773, -1.320232], [-1.907844, -1.643693, -0.588598], [-2.711903, -0.254471, 1.704802], [2.852884, -2.488051, 0.838410], [4.280208, -1.900935, -0.191097]], "forces_ev_per_a": [[-0.72, -0.69, -0.20], [0.13, -0.66, 0.00], [2.31, 1.81, -1.58], [2.47, -2.23, 0.47], [1.14, 1.62, -0.27], [-4.29, -0.61, -0.12], [-0.13, -0.31, -0.15], [1.08, -0.12, -0.28], [-0.04, -0.05, -0.14], [-0.69, 0.93, 0.06], [0.72, 0.02, 0.03], [-0.50, 0.75, 0.14], [-0.09, -0.01, -0.05], [-0.58, 0.78, 0.51], [-0.40, -0.09, 0.42], [-0.39, -0.01, 0.03], [0.73, -0.02, 0.43], [-0.11, 0.21, 0.13], [-0.76, -0.76, 0.06], [0.09, -0.53, 0.11], [0.46, -0.42, -0.33], [-0.40, 0.38, 0.76]], "homo_energy_ev": [2.617, 1.205], "orbital_gap_ev": [4.3, 5.7], "s_squared": 0.75, "charge": -2, "spin_multiplicity": 2, "lumo_ev": [6.9, 6.9]}